Density functional theory data (ωB97M-V with the def2-TZVPD basis set) for C6H12EuN2PS as an isolated structure in a non-equilibrium geometry.

Its largest force on an atom is 0.04200 hartree/bohr. Its spin multiplicity is 8. The charge is -1. Its total energy is -48846.786 eV. The value obtained for the orbital gap (alpha / beta) is 3.790 / 3.602 eV. The calculation puts the energy relative to the best compared isomer or geometry (same formula, charge and spin) at 0.00 kcal per mole. The expectation value of S² is 15.826. The LUMO energy (alpha / beta) comes out at 2.60 / 2.88 eV.

Geometry as XYZ:
```
23
Properties=species:S:1:pos:R:3:forces:R:3
C -0.224309 -0.283671 -1.619508 -0.005 -1.136 0.055
C -0.850787 -1.116321 -2.614463 0.568 0.079 0.768
C -0.312734 -2.425946 -2.512872 0.451 0.825 0.760
C 0.644188 -2.423540 -1.451323 -0.202 0.470 -0.053
C 0.701486 -1.109462 -0.883984 -0.469 -0.074 -0.761
Eu -0.419770 0.208276 1.499422 0.416 -1.541 0.434
P -0.601700 3.050904 0.927078 -0.024 0.771 -0.712
H -0.361346 0.789382 -1.454232 -0.044 -0.192 -0.278
H -1.611591 -0.821062 -3.326553 0.034 0.129 0.060
H -0.580163 -3.273567 -3.146411 0.087 0.241 0.247
H 1.387829 -0.736971 -0.102690 -0.151 -0.489 -0.614
H 1.266129 -3.272522 -1.146670 -0.309 0.356 -0.072
H -1.415668 4.163447 1.247592 0.029 -0.093 -0.057
H -0.846028 3.047358 -0.481325 0.047 0.333 0.164
H 0.621399 3.764621 0.865429 -0.142 -0.054 -0.016
N 0.021218 1.232681 3.865831 -0.694 1.764 0.387
C 0.749777 0.032345 3.719724 0.962 0.062 1.138
N -0.030599 -1.084728 4.022311 -1.396 -1.610 0.351
S 2.095464 -0.084335 2.696368 0.285 0.319 -0.571
H -0.690213 1.277969 4.594907 0.406 -0.352 -0.285
H 0.604387 2.066438 3.966675 -0.141 -0.689 -0.165
H 0.486435 -1.970319 4.051471 -0.265 0.805 -0.226
H -0.633604 -1.028676 4.850225 0.557 0.076 -0.552
```
Forces are in eV/Å.